{"formula": "C24H60CsN4O4S", "method": "ωB97M-V/def2-TZVPD", "lumo_ev": 0.2505, "homo_lumo_gap_ev": 1.88, "homo_energy_ha": -0.0598, "charge": -1, "symbols": ["Cs", "S", "O", "O", "O", "O", "N", "N", "N", "N", "C", "C", "C", "C", "C", "C", "C", "C", "C", "C", "C", "C", "C", "C", "C", "C", "C", "C", "C", "C", "C", "C", "C", "C", "H", "H", "H", "H", "H", "H", "H", "H", "H", "H", "H", "H", "H", "H", "H", "H", "H", "H", "H", "H", "H", "H", "H", "H", "H", "H", "H", "H", "H", "H", "H", "H", "H", "H", "H", "H", "H", "H", "H", "H", "H", "H", "H", "H", "H", "H", "H", "H", "H", "H", "H", "H", "H", "H", "H", "H", "H", "H", "H", "H"], "positions_angstrom": [[-4.82259, 1.82815, -3.21281], [0.85598, 2.27067, -0.61906], [1.69929, 1.23608, -0.01332], [-0.39245, 2.41032, 0.15495], [1.58905, 3.53534, -0.48661], [0.46115, 2.02977, -1.97938], [8.10181, 1.72524, 5.22448], [5.78747, 1.72182, -7.56991], [-10.52754, 0.50194, 4.40270], [-4.19371, -4.47717, -1.60738], [-8.13702, 0.93561, 3.91131], [-11.95425, -0.74696, 2.82976], [3.45625, 1.00198, -8.18401], [4.80576, 0.64517, -7.43052], [6.92429, 1.52811, -6.66487], [8.77305, 3.25152, 7.13070], [-2.21126, -4.64245, -0.13914], [6.57553, 1.67923, -5.19262], [-10.97299, 2.71562, 5.49051], [-6.53069, -5.18541, -1.15205], [7.01287, 3.02860, -9.35894], [-3.11729, -3.74248, -0.93963], [6.29042, 1.73321, -8.96247], [-11.89941, 0.37765, 3.89485], [-10.54498, 1.23354, 5.69442], [-9.54667, 0.97522, 3.39928], [-3.09194, -4.74304, -3.85069], [8.10106, 0.34017, 4.69733], [9.87252, 2.52859, 3.61458], [8.97531, 1.91228, 6.39736], [-5.10866, -5.07675, -0.63877], [8.42680, 2.67090, 4.16614], [-3.83238, -5.38785, -2.69326], [7.53497, -0.66317, 5.70992], [3.65770, 0.80264, -9.23653], [7.86362, 3.25003, 7.73155], [8.75957, 4.06030, 6.40008], [-9.60235, 1.03228, 6.20337], [6.38498, 3.91474, -9.26609], [7.64412, 2.50552, 3.42574], [-10.28753, 3.28851, 4.86597], [-7.91604, -0.07925, 4.24198], [6.48331, -0.41899, 5.85988], [-7.19463, -5.45117, -0.32946], [8.03908, -0.66529, 6.67634], [-6.67290, -5.82693, -2.02172], [7.61465, 0.37193, 3.72240], [10.65669, 2.76485, 4.33385], [-2.22180, -4.17293, -3.52522], [8.14857, 3.68845, 4.44049], [-10.93254, 3.11941, 6.50215], [5.50749, 1.67143, -9.71831], [7.88469, 3.27962, -8.75478], [-12.99768, -0.88444, 2.54614], [3.05983, 2.01171, -8.07733], [9.57389, 3.53993, 7.81156], [-1.39694, -3.99705, 0.19017], [-7.40523, 1.13074, 3.12740], [10.01778, 3.23989, 2.80152], [10.19480, 1.53814, 3.29327], [-4.66354, -6.01822, -0.31690], [-4.66946, -5.92141, -3.14349], [9.11805, -0.01431, 4.52950], [-11.96177, 2.95000, 5.09623], [-5.16388, -4.50803, 0.28947], [-7.89661, 1.56739, 4.76639], [-9.80108, 2.01181, 3.17832], [-11.34935, -0.50978, 1.95458], [10.04739, 1.80483, 6.23243], [-11.65684, -1.72112, 3.21793], [-3.44162, -2.91911, -0.30326], [7.63978, 2.32303, -6.87526], [7.39948, 2.94404, -10.37456], [7.54353, -1.71014, 5.40678], [-12.18875, 1.35476, 3.50799], [-11.29503, 0.76938, 6.33478], [-3.76217, -4.04877, -4.35753], [4.53976, 0.45023, -6.39161], [6.04230, 0.82352, -4.77846], [-2.44635, -3.29219, -1.67119], [7.55620, 1.68154, -4.71683], [-2.83708, -5.56925, -4.51441], [8.85797, 1.12760, 7.14477], [7.35772, 0.53427, -6.77684], [-6.96785, -4.26595, -1.54140], [6.87280, 0.84508, -9.20771], [2.62093, 0.40608, -7.81625], [6.11967, 2.64856, -4.99089], [5.15498, -0.31451, -7.81156], [-12.61505, 0.08902, 4.66469], [-2.69158, -5.16728, 0.68667], [-9.61054, 0.44369, 2.44980], [-3.28092, -6.25868, -2.33876], [-1.79397, -5.40161, -0.80069]], "forces_ev_per_angstrom": [[0.573, 0.022, 0.283], [0.739, 0.921, 2.490], [0.241, -1.347, -0.290], [-1.730, -0.020, 1.004], [0.524, 1.351, -0.383], [-0.345, -0.994, -3.110], [0.504, -0.215, 0.920], [0.279, -0.678, -0.857], [-0.270, -1.109, 0.791], [-1.118, 0.980, -0.101], [0.847, -0.905, 0.242], [-0.612, 0.575, 0.216], [0.865, -0.541, 0.255], [-1.930, 1.039, -0.075], [-0.896, 0.527, 0.377], [-0.176, 0.087, -0.430], [0.556, -0.066, 0.022], [0.749, 0.002, -0.113], [1.028, 0.082, 1.178], [-0.644, -0.059, -0.302], [0.589, -0.010, 0.433], [0.665, -0.762, -0.585], [-0.261, 0.967, -0.265], [1.282, -0.956, -0.939], [-0.711, 0.084, -1.903], [-0.909, 0.936, 0.954], [-0.347, 0.042, 0.376], [0.829, -0.014, 1.130], [-0.024, 0.696, 0.003], [0.110, 0.028, 0.999], [0.195, 0.285, -0.471], [-0.092, -0.612, -0.413], [0.335, -0.058, 0.349], [-1.099, 0.177, -0.219], [-0.578, 0.027, -0.103], [-0.183, 0.099, -0.299], [-0.337, 0.093, 0.084], [0.146, 0.781, -0.060], [-0.344, -0.215, -0.188], [0.401, -0.316, -0.605], [0.252, -0.098, 0.135], [-0.003, -0.174, 0.075], [-0.066, 0.002, 0.321], [-0.057, -0.510, -0.115], [0.067, 0.332, -0.111], [0.170, -0.614, 0.330], [-0.336, -0.281, 0.243], [-0.274, 0.375, 0.398], [0.152, -0.293, -0.196], [0.654, 0.110, 0.445], [-0.056, 0.552, -0.036], [-0.637, -0.036, 0.513], [0.106, -0.312, 0.194], [-0.046, 0.141, -0.400], [0.747, 0.269, 0.169], [0.289, -0.515, 0.011], [0.150, -0.362, 0.441], [-0.121, 0.271, -0.078], [-0.017, -0.140, -0.202], [-0.676, -0.115, -0.313], [-0.448, -0.687, 0.026], [-0.762, 0.597, 0.308], [0.503, 0.152, -0.370], [-0.136, -0.736, 0.068], [0.318, 0.481, -0.156], [-0.307, 0.276, -0.154], [-0.013, 0.439, -0.449], [-0.204, -0.106, -0.026], [0.374, 0.108, -0.876], [0.337, 0.220, 0.268], [-0.680, -0.090, -0.180], [0.211, -0.323, -0.249], [-0.207, 0.039, -0.151], [0.229, 0.097, -0.539], [-0.546, 0.038, -0.475], [-0.091, -0.213, -0.128], [0.026, 0.003, -0.146], [0.312, 0.396, 0.124], [-0.304, 0.332, -0.015], [-0.340, 0.209, -0.261], [-0.011, 0.029, 0.431], [0.337, 0.322, -0.249], [-0.692, -0.148, -0.175], [0.434, -0.217, -0.417], [0.574, 0.602, 0.287], [0.640, -0.243, 0.319], [0.234, -0.520, -0.166], [-0.317, -0.273, 0.098], [0.309, -0.247, -0.306], [0.328, 0.202, 0.389], [0.035, 0.242, 0.159], [-0.191, -0.300, 0.330], [0.733, -0.126, 0.427], [0.163, -0.079, 0.036]]}